(1)
One molecule with the formula C4H7NO, computed with ωB97M-V/def2-TZVPD.

```
13
Properties=species:S:1:pos:R:3
O 2.83932 0.45101 -0.31041
N 0.60575 0.62240 0.19366
C 0.23262 0.15107 -1.11984
C 1.96089 0.55130 0.51452
C -1.76151 -0.28146 0.46915
C -0.32203 -0.50871 0.08740
H -0.38022 0.85382 -1.67685
H 0.08792 -1.49389 0.31735
H 2.18038 0.70675 1.58322
H 1.00383 -0.36502 -1.68454
H -1.95398 -0.47575 1.52798
H -2.40044 -0.94297 -0.12786
H -2.03782 0.75357 0.24760
```

Calculated values
LUMO in eV: 1.01
SMILES: C[C@H]1CN1C=O
DFT total energy in Ha: -286.56739
Energy relative to the best compared isomer or geometry (same formula, charge and spin) in eV: 1.7484

---

(2)
C28H63F12N3O13Ti2 as an isolated structure in a non-equilibrium geometry, computed with ωB97M-V/def2-TZVPD.

```
121
Properties=species:S:1:pos:R:3
Ti -0.23692 -1.35572 0.05466
Ti 2.04543 -3.08481 -2.01292
F 0.63690 -4.07016 3.86058
F 1.34109 3.71575 1.86700
F 5.01850 -0.15273 -4.16906
F -1.93350 -2.88776 -5.21507
F 2.05852 -2.70491 3.16238
F 6.54871 0.76197 -3.05283
F 2.40260 -4.76249 2.92253
F -0.00787 -2.04556 -5.26645
F 4.47742 1.31452 -2.75684
F -0.07685 2.09933 1.96311
F -1.76673 -0.87626 -4.83393
F 0.30364 3.13861 0.01824
O 1.89953 3.18871 -2.24208
O 1.65779 0.60597 -0.17045
O 1.33524 -3.28689 0.33383
O 3.96619 -1.67841 -1.84061
O 3.43370 -1.55339 0.92799
O 5.40192 -0.71287 -0.46425
O -0.55291 -3.20789 1.61326
O -0.00765 -3.66028 -3.14745
O -3.21058 0.77131 3.57026
O -3.27204 3.04127 -0.87158
O 1.85598 0.65319 -3.03425
O 2.23233 0.70432 1.92715
O -0.10194 -1.43382 -2.46458
N -6.78931 0.12496 3.76701
N 0.63405 2.16889 -4.89884
N -1.81868 0.17188 0.84742
C 1.42603 -3.83124 2.83860
C 0.86146 2.61588 1.16860
C -0.00867 3.01744 -3.90129
C -0.29042 -6.13909 -2.62669
C -0.57577 -4.96999 -3.57136
C -1.71819 -4.05528 1.85376
C -2.89296 -3.06521 2.17023
C 1.90704 1.55764 0.80806
C -4.34587 0.24527 4.09376
C -3.74698 4.30438 -0.56718
C 6.51569 0.04805 0.07507
C -2.46420 0.88741 -0.22007
C 2.59960 1.27657 3.15249
C 5.29518 0.27000 -2.91934
C -2.84658 2.33611 0.30590
C -5.59316 0.88533 3.41394
C 0.92856 3.87261 -3.08755
C -0.85694 -2.42025 -3.08227
C 2.72986 0.08666 4.02726
C 0.68649 -3.88790 1.44655
C -1.17225 -2.05812 -4.60551
C -5.74434 2.35289 3.79149
C -1.99728 0.31135 4.07680
C -0.99750 2.22316 -2.96213
C 2.94730 4.03681 -1.68697
C 5.19007 -0.95420 -1.83922
C 6.02453 0.57816 1.44108
C -3.65796 0.32233 -0.73935
H -1.55989 -4.79519 2.63834
H 3.95764 -1.45297 0.12986
H -2.02156 -0.76836 4.22426
H 1.49071 4.47513 -3.80103
H -5.46331 0.93691 2.33293
H -2.03742 2.79858 0.87112
H -3.59052 2.18010 1.08712
H 2.52564 4.83579 -1.07710
H -7.61890 0.65759 3.54749
H -4.11620 4.58434 -1.55380
H -4.51345 -0.83167 4.07914
H 3.66150 3.44721 -1.11217
H -2.43492 0.11889 1.64588
H 6.71575 1.35134 1.77649
H 2.87741 -2.33008 0.83371
H 3.10248 0.42968 4.99245
H 1.83181 1.89281 3.62031
H -6.79583 -0.67165 3.14616
H -1.49172 1.40597 -3.48752
H 5.10589 1.14484 1.28917
H 1.43852 1.13255 -3.75364
H -3.60973 -0.69632 -1.12421
H -1.86007 2.84278 -2.71691
H 3.31532 -0.75816 3.66449
H -1.85783 1.15582 -1.08516
H 3.54306 1.82134 3.18735
H 2.11848 1.30420 -2.37935
H 5.91812 -0.23220 2.16226
H -4.51505 4.25487 0.20464
H 1.40580 -0.10687 -2.65842
H 0.78919 -6.23295 -2.74388
H -5.48756 2.40797 4.84938
H -0.55945 3.74666 -4.49543
H -1.17194 0.86427 1.19732
H -5.14687 2.99939 3.14872
H -0.62636 -7.10229 -3.01076
H -0.22819 -5.17774 -4.58334
H -4.21225 0.80152 -1.54634
H -3.79463 -3.67612 2.12691
H 7.44856 -0.51517 0.10009
H 2.90421 -0.75262 0.92606
H 3.46952 4.50653 -2.52048
H 2.83975 2.09539 0.63788
H -0.50594 -6.09836 -1.55899
H -6.73155 2.78915 3.63920
H -1.75289 -2.71126 -2.53391
H 6.59673 0.89309 -0.60863
H -4.50166 0.28506 5.17183
H -2.03714 -4.58473 0.95596
H 0.30367 4.37681 -2.35039
H -2.89157 4.91347 -0.27496
H -1.82139 0.79106 5.03962
H 0.98552 2.70770 -5.67746
H -0.11642 1.65699 -5.34026
H -1.66302 -4.97615 -3.64848
H -0.43228 1.83127 -2.11652
H 0.54046 -4.93998 1.20181
H 1.73645 -0.29889 4.25661
H -1.25434 0.64247 3.35120
H -2.77333 -2.26904 1.43545
H -4.50567 0.24942 -0.05804
H 6.05972 -1.58281 -2.03069
H -2.65850 -2.60069 3.12802
```

Calculated values
LUMO (spin up / spin down) in eV: 0.42 / 0.39
Multiplicity: 7
DFT total energy in Ha: -5144.05309

---

(3)
C2H5CaFO2 as an isolated structure in a non-equilibrium geometry, computed with ωB97M-V/def2-TZVPD.

```
11
Properties=species:S:1:pos:R:3
Ca -0.57898 2.19002 -1.26621
F -0.42580 4.03828 -0.91077
O 0.64891 -0.20026 -0.06574
O -1.05049 0.28144 -1.49311
C -0.45240 -0.73022 -0.81560
C 0.73141 -0.63717 1.26869
H 1.75874 -0.48047 1.62196
H 0.00258 -1.47743 -1.49302
H -1.15032 -1.21742 -0.10101
H 0.04510 -0.06019 1.90631
H 0.47125 -1.70659 1.34849
```

Calculated values
LUMO in eV: -0.23
DFT total energy in Ha: -1007.20367
Energy relative to the best compared isomer or geometry (same formula, charge and spin) in eV: 0.0000

---

(4)
One molecule with the formula C4H4F2S2 in a non-equilibrium geometry, computed with ωB97M-V/def2-TZVPD.

```
12
Properties=species:S:1:pos:R:3
S 3.24706 -0.25647 -0.19541
S -1.22735 1.91301 -0.38993
F -0.68554 -1.74752 -1.15182
F -2.03157 -1.48739 0.68097
C 0.61635 0.25511 0.77380
C 1.72497 0.48625 -0.21589
C -1.47246 -0.77885 -0.40614
C -0.63176 0.50835 0.06855
H 0.61901 1.02078 1.59791
H -2.38817 -0.26751 -0.84362
H 0.87041 -0.81172 1.35220
H 1.35905 1.16596 -1.27062
```

Calculated values
LUMO in eV: -1.47
SMILES: FC(F)C(=S)CC=S
DFT total energy in Ha: -1150.80498
Energy relative to the best compared isomer or geometry (same formula, charge and spin) in eV: 2.4784